C23H33BBrN4O23 | ωB97M-V/def2-TZVPD

Each line ends with the Mulliken charge.
Positions of all 85 atoms, in Å:
C: 7.0428 -0.1979 -2.6601  -0.2912
O: -5.3341 0.1203 -1.6978  -0.3011
H: -10.1461 -4.8242 2.0687  0.2637
H: -6.3890 1.7819 -2.3413  0.3156
H: -11.3104 -3.1675 0.7198  0.2861
O: -7.8999 0.4290 -3.5594  -0.5881
C: -8.6621 -2.8810 -3.7684  -0.3407
C: -4.0357 -0.1654 -1.7085  0.6166
H: 3.1313 2.1347 -2.8608  0.1658
H: 3.5878 0.5067 7.0606  0.2748
O: -9.0371 -1.5136 -3.5450  -0.3438
O: 2.2460 1.2420 3.1220  -0.5819
O: 4.9354 -1.4403 6.9893  -0.5058
H: -7.1455 -3.1166 -2.2315  0.2365
O: 7.4890 6.4949 -2.5639  -0.3467
H: -9.3090 -3.5442 -3.2014  0.1962
C: 2.7209 0.7440 6.4552  -0.3093
H: 6.4182 -0.5967 -1.8590  0.2169
N: 0.8139 1.3212 -3.0539  -0.5829
C: 4.8486 -2.5924 7.2806  0.6674
C: -4.2072 1.9950 -2.3959  -0.4280
H: -1.1952 0.6629 -3.3016  0.5581
H: 6.5261 -1.9431 -3.8855  0.2964
O: 7.0085 4.3614 -2.0255  -0.5387
C: -0.3770 0.9317 -2.6559  -0.1079
H: 2.1159 1.5018 6.9543  0.2801
H: -5.6270 1.9202 -0.7386  0.2383
C: -8.7134 -4.5794 -0.3185  0.6586
O: -3.5335 -1.2257 -1.5082  -0.5431
O: -3.2982 0.9538 -1.9863  -0.2358
C: 6.6596 5.4798 -2.2603  0.7292
H: -6.5885 -3.5861 -3.8510  0.3283
O: -9.2208 -5.5983 0.3992  -0.3457
C: 1.9162 -0.4734 6.0477  -0.1110
H: -4.2624 1.9964 -3.4847  0.2702
C: -10.4088 -5.1402 1.0586  -0.3442
H: -11.1407 -5.9406 1.1106  0.2960
O: 3.7415 -3.3468 7.0851  -0.2940
C: -7.2214 -2.8993 -3.2963  -0.1292
H: 6.0234 -5.3646 8.1285  0.2977
O: 4.1460 1.6184 0.1602  -0.5130
H: -11.4795 -4.2921 -0.6437  0.2533
O: 5.7429 -0.1385 -4.5480  -0.3375
H: 8.0803 -0.1977 -2.3395  0.3047
H: 5.0049 -4.5119 9.3067  0.2621
O: 5.3789 5.8848 -2.2622  -0.3105
B: 3.7169 2.4214 -0.8443  0.4306
O: -7.6469 -4.5820 -0.8497  -0.5304
C: -7.9160 -0.7664 -3.5518  0.6824
O: 3.1293 1.2697 5.1751  -0.3123
C: -10.8339 -3.9788 0.1778  -0.2975
O: 1.4374 -0.0889 4.7387  -0.3213
H: 1.0787 -0.6884 6.7044  0.3122
H: 6.6480 7.5788 -4.1014  0.2644
N: 0.7361 1.3090 -0.8403  -0.0964
H: -8.7643 -3.0978 -4.8330  0.2803
O: 4.2339 3.6804 -0.9280  -0.4297
C: 6.8174 -0.9017 -3.9856  -0.3640
H: -3.8572 2.9632 -2.0492  0.3426
C: 5.2845 -4.5792 8.2549  -0.3376
C: 2.2695 0.8400 4.2590  0.6069
N: -0.4748 0.9110 -1.3381  0.0657
C: 6.6951 7.6027 -3.0121  -0.3622
H: 2.5343 -1.3623 5.9437  0.1777
C: -5.5066 1.5442 -1.7557  -0.3005
C: 5.3515 7.3122 -2.3650  -0.3478
O: 5.8285 -3.3179 7.8445  -0.3441
N: 2.7581 2.0303 -1.9210  0.1368
O: 6.6180 1.1402 -2.9503  -0.2050
H: 5.1519 3.6674 -1.2571  0.2621
H: 4.4994 7.6307 -2.9578  0.2833
H: -1.2787 0.6496 -0.7855  0.3163
H: 3.2415 -5.2345 7.7953  0.2944
O: -9.5798 -3.5427 -0.3644  -0.2763
H: 4.3297 -5.1968 6.3921  0.2579
Br: 1.0113 1.3797 0.9989  0.2717
O: 5.0943 2.0066 -4.3625  -0.5572
H: 7.1432 8.5384 -2.6913  0.3033
H: 7.6806 -0.8304 -4.6481  0.2765
C: 1.5063 1.5742 -1.9222  0.3380
O: -6.8197 -1.5387 -3.5478  -0.2728
C: 4.0811 -4.7180 7.3398  -0.3213
H: 3.7356 0.7504 0.1954  0.2650
C: 5.7577 1.0880 -3.9901  0.6354
H: 5.2721 7.7328 -1.3617  0.2904

Calculated values
- Total energy: -148155.62488 eV
- F_max: 1.0 eV Å⁻¹
- Charge: +1
- Highest occupied orbital energy: -12.04 eV